ORCA calculation (ωB97M-V/def2-TZVPD) on an isolated molecule of C6H9NS.

Output
Charge: 0
Highest occupied orbital energy, eV: -9.6
E_LUMO, Ha: 0.0230
Kohn-Sham gap, eV: 10.199
Energy relative to the best compared isomer or geometry (same formula, charge and spin), kcal/mol: 13.8

Atoms and positions in Å:
S  -0.541  0.107  -2.080
N  -2.091  -1.263  0.930
C  -0.144  1.276  0.468
C  -1.149  -0.902  0.346
C  0.871  1.107  1.593
C  1.620  -0.243  1.439
C  -0.070  -0.078  -0.276
C  1.328  -0.685  -0.010
H  1.531  1.979  1.630
H  1.181  -0.942  2.161
H  -1.181  1.395  0.823
H  0.433  0.984  -2.300
H  2.697  -0.221  1.545
H  0.354  1.060  2.554
H  2.116  -0.251  -0.686
H  0.067  2.109  -0.233
H  1.361  -1.839  -0.085